Below is a structure of composition C36H61Br2F6NO5S3Si2Ti, with properties calculated with ωB97M-V/def2-TZVPD.

Geometry as XYZ:
```
117
Properties=species:S:1:pos:R:3:forces:R:3
Ti 0.2598 -1.1458 0.5227 -0.2196 -0.5988 0.0327
F 2.0691 -3.8905 3.8444 0.0076 0.0079 0.0208
C 1.1814 -4.1570 2.9129 0.0453 0.0032 -0.0404
F 0.4511 -5.1973 3.2313 -0.0546 -0.0254 0.0124
F 1.7795 -4.3481 1.7441 0.0240 0.0143 -0.0241
S 0.0769 -2.6742 2.7470 -0.1768 0.1004 0.0975
O 1.0111 -1.5518 2.3256 -0.0936 0.1122 -0.1892
O -0.7250 -2.8864 1.5223 0.1085 0.3643 -0.0487
N -0.6952 -2.4827 4.0073 0.0232 -0.1113 -0.0748
S -0.4664 -1.3146 5.1379 0.0833 0.1223 0.1130
O -1.4329 -1.5088 6.1496 -0.0082 -0.0442 -0.0430
O 0.9226 -1.1505 5.3911 -0.0347 0.0055 -0.0497
C -0.9936 0.2355 4.2003 -0.0209 0.0281 -0.0588
F -1.3848 -0.0636 2.9338 -0.0179 0.0264 0.1566
F 0.0282 1.0767 4.1136 -0.0519 -0.0553 -0.0067
F -1.9989 0.8149 4.8163 0.0352 -0.0363 -0.0500
C -2.1156 9.5054 2.0569 -0.0188 0.0033 -0.0065
C -1.7882 8.0940 1.6695 0.0342 -0.0100 -0.0142
O -2.5373 7.3172 1.1605 0.0091 -0.0127 -0.0046
S -0.0735 7.6672 2.1278 -0.0170 0.0490 0.0005
C 0.0374 5.9774 1.6755 0.0224 -0.0540 0.0078
C -0.4532 5.4900 0.4570 -0.0010 0.0267 0.0326
C -0.3196 4.1571 0.1533 -0.0043 -0.0354 -0.0047
C 0.3209 3.2882 1.0589 -0.0252 0.0554 -0.0153
C 0.8454 3.7872 2.2668 -0.0063 -0.0241 -0.0241
C 0.7004 5.1208 2.5649 -0.0242 0.0267 -0.0132
C 0.4009 1.9281 0.7694 0.0354 -0.0597 0.0537
C 0.4590 0.7157 0.5269 -0.0413 0.1819 0.0705
H -2.7320 9.9485 1.2768 0.0009 -0.0054 0.0003
H -1.2239 10.1059 2.2237 0.0017 -0.0009 0.0030
H -2.7007 9.4761 2.9776 0.0086 -0.0010 0.0060
H -0.9331 6.1573 -0.2406 -0.0110 0.0147 -0.0001
H -0.6982 3.7665 -0.7820 -0.0044 0.0031 -0.0033
H 1.3398 3.1169 2.9562 0.0022 -0.0021 0.0088
H 1.0793 5.5136 3.4988 -0.0016 -0.0051 0.0003
C 6.6034 -2.3789 -2.2669 -0.0022 0.0207 0.0149
C 5.2007 -2.7495 -1.7312 -0.0616 -0.0512 0.0227
C 5.3702 -3.8318 -0.6542 0.0257 0.0105 -0.0102
C 4.3791 -3.3758 -2.8713 0.0350 0.0093 0.0104
Si 4.4864 -1.1342 -1.0429 -0.0088 0.0089 0.0336
Br 1.9997 -1.9702 -0.9156 0.0940 -0.0712 -0.1088
C 4.8232 -0.7369 0.7800 -0.0308 0.0244 0.0162
C 4.2056 0.5997 1.2192 0.0603 -0.0205 0.0066
C 4.3138 -1.8087 1.7545 -0.0241 -0.0230 0.0086
C 6.3602 -0.6436 0.9200 0.0014 -0.0278 -0.0056
C 4.2592 0.3214 -2.2391 -0.1209 -0.0276 -0.0422
C 4.0054 -0.1277 -3.6863 0.0307 0.0034 0.0219
C 5.5739 1.1311 -2.1993 0.0117 -0.0207 0.0240
C 3.0922 1.2479 -1.8585 0.0083 -0.0038 0.0095
H 7.0958 -3.3003 -2.5872 0.0094 0.0067 -0.0060
H 7.2400 -1.9209 -1.5070 0.0083 -0.0052 -0.0074
H 6.5653 -1.7150 -3.1292 -0.0237 0.0261 -0.0402
H 5.7810 -4.7240 -1.1328 0.0027 0.0001 -0.0005
H 4.4201 -4.1165 -0.1977 0.0008 -0.0011 -0.0094
H 6.0661 -3.5407 0.1318 -0.0135 -0.0127 -0.0085
H 4.9501 -4.2168 -3.2727 0.0006 0.0014 -0.0005
H 4.1803 -2.6969 -3.6953 -0.0066 0.0064 -0.0049
H 3.4307 -3.7807 -2.5153 0.0112 0.0012 -0.0090
H 3.1184 0.6106 1.1094 0.0346 -0.0161 0.0095
H 4.6188 1.4524 0.6819 0.0030 0.0116 -0.0120
H 4.4269 0.7459 2.2796 0.0199 -0.0049 0.0092
H 3.2262 -1.8651 1.7557 0.0927 -0.0123 0.0100
H 4.6213 -1.5219 2.7638 0.0001 -0.0032 0.0014
H 4.7119 -2.8006 1.5604 -0.0009 0.0257 0.0160
H 6.8116 0.0815 0.2420 0.0085 0.0444 -0.0299
H 6.8486 -1.6064 0.7679 -0.0046 0.0155 0.0010
H 6.5894 -0.3216 1.9389 0.0070 0.0011 -0.0026
H 4.8304 -0.6977 -4.1085 0.0364 -0.0229 -0.0011
H 3.8840 0.7666 -4.3027 0.0037 -0.0003 0.0019
H 3.0896 -0.7138 -3.7807 -0.0043 -0.0149 -0.0011
H 6.4529 0.5294 -2.4375 0.0037 0.0019 -0.0058
H 5.7380 1.6138 -1.2367 0.0105 0.0084 0.0416
H 5.5084 1.9199 -2.9529 0.0117 0.0035 0.0061
H 2.1285 0.7548 -1.9991 0.0129 0.0189 0.0084
H 3.1166 2.1126 -2.5274 -0.0001 -0.0038 -0.0033
H 3.1433 1.6190 -0.8381 -0.0066 0.0146 -0.0371
C -6.1896 -2.3157 0.3702 -0.0167 0.0657 -0.0191
C -4.6537 -2.1508 0.4538 0.0040 0.0208 0.0301
C -4.3084 -1.5925 1.8411 0.0326 0.0330 -0.0297
C -4.0068 -3.5415 0.3547 -0.0231 -0.0117 -0.0442
Si -4.1812 -0.9759 -0.9608 -0.0110 -0.1051 0.0284
Br -1.6046 -1.3335 -1.1089 0.1084 0.0550 0.1426
C -4.5599 -1.5517 -2.7283 0.0296 -0.0295 -0.0127
C -4.5838 -3.0823 -2.8623 -0.0206 0.0516 -0.0489
C -5.9725 -1.0055 -3.0443 -0.0086 0.0120 -0.0010
C -3.5864 -1.0256 -3.7953 0.0047 0.0048 -0.0168
C -4.2737 0.8936 -0.6451 0.0027 0.0082 0.0051
C -5.7159 1.1762 -0.1648 0.0184 0.0053 0.0265
C -4.0097 1.7145 -1.9151 0.0020 0.0070 -0.0278
C -3.2937 1.4003 0.4210 0.0196 0.0306 -0.0785
H -6.5138 -2.9144 1.2251 0.0046 -0.0044 -0.0046
H -6.5052 -2.8410 -0.5297 -0.0098 -0.0180 -0.0423
H -6.7253 -1.3651 0.4208 0.0105 -0.0449 0.0047
H -4.6142 -2.3273 2.5905 0.0022 0.0086 0.0027
H -4.8301 -0.6647 2.0703 0.0148 0.0472 0.0003
H -3.2349 -1.4360 1.9629 0.0061 0.0172 -0.0115
H -4.4114 -4.1565 1.1631 0.0056 0.0023 0.0025
H -2.9273 -3.4988 0.4894 0.0325 0.0080 -0.0029
H -4.2201 -4.0536 -0.5797 0.0121 0.0076 0.0755
H -5.3529 -3.5507 -2.2514 -0.0195 0.0005 0.0039
H -3.6199 -3.5335 -2.6195 -0.0076 0.0126 -0.0152
H -4.8061 -3.3284 -3.9036 -0.0033 0.0004 -0.0041
H -6.7252 -1.3221 -2.3206 -0.0223 -0.0161 0.0152
H -6.2768 -1.3973 -4.0181 -0.0066 -0.0047 0.0052
H -5.9950 0.0829 -3.1124 -0.0427 -0.1066 0.0015
H -2.6003 -1.4827 -3.7053 -0.0184 0.0046 -0.0275
H -3.4701 0.0550 -3.7903 -0.0018 -0.0221 -0.0074
H -3.9810 -1.3067 -4.7750 0.0052 0.0024 -0.0041
H -6.4763 0.8276 -0.8650 -0.0094 -0.0028 -0.0312
H -5.8381 2.2580 -0.0676 -0.0007 -0.0001 -0.0004
H -5.9215 0.7366 0.8115 0.0051 0.0126 -0.0111
H -4.7424 1.5321 -2.7004 0.0912 0.0434 0.0321
H -3.0113 1.5311 -2.3201 -0.0231 0.0447 0.0325
H -4.0744 2.7747 -1.6547 0.0007 -0.0029 -0.0056
H -3.4126 0.9182 1.3846 -0.0150 -0.1113 0.1372
H -3.4725 2.4700 0.5661 -0.0063 -0.0088 0.0168
H -2.2588 1.2835 0.0962 0.0095 -0.0027 0.0114
```
Forces are in eV/Å.

Values from the calculation:
ΔE to the lowest compared entry with this formula, charge and spin = 0.091 eV
Net charge = +2
Lowest unoccupied orbital energy = -7.708 eV
Kohn-Sham gap = 5.60 eV
Spin multiplicity = 1



Below is the molecule C22H26N4O4S, with properties calculated with ωB97M-V/def2-TZVPD.

Geometry as XYZ:
```
57
Properties=species:S:1:pos:R:3:forces:R:3
C -1.9677 -5.0222 0.2156 -0.0030 -0.1191 0.1914
O -1.9953 -4.2722 -0.9748 0.0319 0.2661 -0.2647
C -1.7405 -2.9367 -0.9072 -0.0054 0.1182 -0.0372
C -1.4827 -2.2283 0.2597 -0.0769 -0.3487 -0.0226
C -1.2408 -0.8654 0.2085 0.1335 -0.0533 -0.2512
C -1.2684 -0.1800 -0.9980 -0.0931 -0.7778 0.3032
N -1.1062 1.2164 -1.0410 -0.4565 0.7654 0.7025
C -0.1450 1.8013 -1.9511 0.3251 0.2268 -0.2436
C 1.2710 1.2452 -1.7347 -0.3788 0.0265 -0.2121
O 1.9260 0.8082 -2.6574 0.0094 -0.0547 -0.1686
N 1.6652 1.2942 -0.4456 0.0257 0.1754 0.4455
C 2.8543 0.7347 0.0787 0.2771 -0.2402 0.0425
C 2.7335 -0.1409 1.1516 -0.0101 0.0695 -0.1235
C 3.8512 -0.7202 1.7171 0.0685 0.0584 -0.0050
C 5.1162 -0.4327 1.2203 -0.0404 0.0254 0.0421
C 6.3373 -1.0789 1.8019 -0.0251 -0.0532 -0.0691
C 5.2240 0.4640 0.1677 -0.1278 -0.0857 0.0788
C 4.1173 1.0702 -0.4128 -0.1052 0.0228 -0.0162
C 4.2929 2.0767 -1.5038 0.0151 -0.0652 -0.1431
S -1.5057 2.1197 0.3112 -0.7320 -0.0776 -0.3748
O -1.6397 3.4711 -0.1463 0.0139 0.0998 -0.1173
O -0.5672 1.8968 1.3854 -0.1901 -0.1714 0.1152
C -3.0849 1.4664 0.7099 0.2731 0.2169 -0.2952
C -3.5858 0.8685 1.8901 -0.0830 0.0369 -0.2234
C -2.8622 0.6244 3.1624 -0.0782 -0.0707 0.0988
N -4.8497 0.5378 1.7119 -0.0467 -0.2877 0.8467
N -5.1688 0.9033 0.4660 0.5815 0.3210 -0.4210
C -4.1405 1.4756 -0.1863 -0.0659 0.0399 -0.0183
C -4.1961 1.9747 -1.5775 -0.0558 -0.0246 -0.1219
C -1.5175 -0.8945 -2.1698 0.0321 0.1178 0.1346
C -1.7443 -2.2513 -2.1237 0.0029 -0.1829 0.1165
H -2.7302 -4.6814 0.9237 0.0385 -0.0015 -0.0211
H -0.9834 -4.9826 0.6925 -0.0351 0.0119 -0.0087
H -2.1835 -6.0480 -0.0785 0.0198 0.0612 0.0768
H -1.4535 -2.7228 1.2175 -0.0111 -0.0779 0.0789
H -1.0153 -0.3344 1.1181 0.0485 -0.0626 0.1185
H -0.4307 1.6188 -2.9905 0.0792 0.0126 0.1614
H -0.1604 2.8776 -1.7636 0.1063 -0.0433 -0.2261
H 0.9727 1.5406 0.2565 0.1468 -0.0053 -0.1476
H 1.7484 -0.3599 1.5376 -0.1217 -0.0599 0.0166
H 3.7411 -1.4008 2.5488 -0.0093 -0.0632 0.0942
H 7.1912 -0.4068 1.7560 0.0894 0.0071 0.0353
H 6.1690 -1.3664 2.8371 0.0508 -0.0296 0.0737
H 6.5869 -1.9779 1.2372 0.0843 -0.0676 0.0229
H 6.2064 0.7130 -0.2092 0.1119 0.0579 -0.0466
H 3.9631 1.6583 -2.4541 0.0413 0.0828 -0.0102
H 3.6851 2.9592 -1.3072 -0.0217 0.1031 -0.0317
H 5.3353 2.3730 -1.5890 0.0550 0.0694 0.0389
H -1.9009 1.1295 3.1410 0.0032 -0.0451 0.1316
H -2.7074 -0.4444 3.3026 0.0702 -0.0668 0.0464
H -3.4526 0.9878 4.0002 0.0132 0.0162 0.0731
H -6.1046 0.7423 0.1262 0.1520 0.0461 0.0251
H -3.8627 1.1996 -2.2679 0.0156 -0.0297 -0.0733
H -3.5287 2.8280 -1.6728 -0.0769 0.0523 -0.0955
H -5.2092 2.2682 -1.8440 -0.0356 0.0501 -0.0620
H -1.5246 -0.3856 -3.1203 -0.0137 0.0647 -0.1413
H -1.9315 -2.8109 -3.0261 -0.0169 -0.0574 -0.1186
```
Forces are in eV/Å.

Values from the calculation:
ΔE to the lowest compared entry with this formula, charge and spin = 2.801 eV
Lowest unoccupied orbital energy = 0.557 eV
Kohn-Sham gap = 8.89 eV
Spin multiplicity = 1
SMILES = COc1ccc(N(CC(=O)Nc2ccc(C)cc2C)S(=O)(=O)c2c(C)n[nH]c2C)cc1



Below is a structure of composition C4H7O3Pb, with properties calculated with ωB97M-V/def2-TZVPD.

Geometry as XYZ:
```
15
Properties=species:S:1:pos:R:3:forces:R:3
O 1.6451 1.6649 0.5440 0.4457 1.1931 -0.1433
Pb 3.5260 0.3112 0.9872 0.2377 0.2019 0.7591
O 1.5398 1.2318 -1.7116 -0.9340 0.3527 0.7242
C 1.5003 0.9872 -0.5250 0.7973 1.0426 -1.1375
O 1.6152 -0.3439 -0.1456 0.0049 -2.9809 -0.4304
C 0.3877 -1.1270 -0.1062 -0.1892 3.7927 1.3348
H 0.0767 -1.2352 -1.1546 0.0096 -0.6421 0.5124
H 0.6804 -2.0004 0.4918 -0.6458 0.1017 -0.5672
C -0.7467 -0.1440 0.6548 -0.1918 -3.1484 0.2227
C -1.9212 0.1414 -0.2699 -0.3692 0.1805 -0.1748
H -1.0421 -0.8504 1.4447 -0.5707 -0.0571 -0.2384
H -0.5694 0.7196 1.3090 1.3292 -0.0384 -0.9082
H -1.9151 -0.5136 -1.1531 -0.0828 0.2038 0.2475
H -2.8704 -0.0245 0.2569 0.1542 0.1389 -0.2081
H -1.9066 1.1830 -0.6224 0.0049 -0.3410 0.0072
```
Forces are in eV/Å.

Values from the calculation:
ΔE to the lowest compared entry with this formula, charge and spin = 0.196 eV
Lowest unoccupied orbital energy (spin up / spin down) = -0.660 / -0.652 eV
Kohn-Sham gap (spin up / spin down) = 6.17 / 9.12 eV
Spin multiplicity = 2



Below is a structure of composition C10H32Na3O10V2, with properties calculated with ωB97M-V/def2-TZVPD.

Geometry as XYZ:
```
57
Properties=species:S:1:pos:R:3:forces:R:3
Na -3.3156 1.2327 -3.0113 0.6850 -0.0942 -0.2744
Na -1.9774 4.2486 0.6695 0.5412 0.1123 -0.9307
Na -2.3723 0.6638 4.5006 0.2248 -0.1728 0.0008
V -3.9880 -1.7115 2.0146 2.9467 -1.6996 -3.2341
V -4.0961 1.0879 0.2675 3.0235 -3.2881 -0.7661
O -4.1601 -1.0209 -0.4388 0.0851 2.9913 2.7745
C -3.4487 -2.1128 -1.0227 -1.7429 -1.2155 -0.9883
C -2.4405 -2.9161 -0.2042 0.7905 1.0575 0.1765
O -2.6985 -3.2345 1.1430 -2.6793 2.4117 0.9832
H -3.0143 -1.8697 -2.0013 0.5183 0.4693 0.3088
H -4.2918 -2.7298 -1.3633 0.2188 -0.5266 0.3264
H -1.5329 -2.2871 -0.2021 0.2493 -0.2394 -0.2860
H -2.2341 -3.8352 -0.7582 0.0143 0.0446 -0.0946
O -2.1270 1.7458 -0.6327 -2.7614 0.0869 1.5258
C -1.1072 1.0256 0.0723 0.0997 0.1522 -0.4952
C -1.3695 0.6118 1.5296 0.7013 1.0245 0.7967
O -2.6512 0.1846 1.9728 -2.1815 -0.2889 -0.4108
H -0.2459 1.7008 0.1432 0.1886 -0.1867 0.0675
H -0.7717 0.2037 -0.5653 -0.1999 -0.3474 0.2955
H -1.1500 1.4866 2.1823 -0.0615 0.4373 -0.3967
H -0.5214 -0.0147 1.8287 -0.3249 -0.6234 -0.3434
O -0.2466 -2.5380 2.2376 0.1226 0.2480 -0.1319
H -0.9002 -2.8720 1.5982 -0.1328 -0.2846 0.3924
H -0.6445 -1.7405 2.5902 -0.1344 -0.1032 0.0761
O 1.0557 4.9330 -0.7023 -0.2585 0.2535 0.3647
H 0.8262 4.5291 0.1373 0.3414 0.0730 0.1012
H 1.3090 5.8379 -0.4831 0.1775 0.0350 -0.2786
O 0.1635 4.0188 1.8120 -0.5393 -0.3099 0.0689
H -0.5485 3.9126 2.4455 0.3229 0.0810 0.7232
H 0.9434 3.6824 2.2786 0.1608 0.1094 -0.1328
O -0.1248 3.3499 -2.4950 -0.6151 -0.3232 0.0385
H -0.5973 2.7508 -1.9102 0.0162 -0.0972 0.0298
H 0.4031 3.9116 -1.9053 0.1839 0.1835 -0.3052
C 4.1791 -0.7571 3.9255 -0.6802 -0.2032 1.9988
C 2.7364 -0.7234 3.4428 0.0467 0.5266 -0.4487
C 2.6463 -0.3893 1.9395 -0.9700 -0.6976 0.2698
O 2.0773 -1.9398 3.7990 0.2262 0.2403 -0.6315
H 4.1026 -1.3101 4.8696 0.2784 -0.4077 -0.2047
H 4.5498 0.1824 4.3388 0.0283 0.3445 -0.8120
H 4.9048 -1.2567 3.2927 -0.1604 0.0893 -0.2550
H 2.1429 0.0491 3.9639 0.5001 0.3308 0.1476
H 2.5356 0.6880 1.8042 0.5722 0.0386 -0.1914
H 1.7255 -0.8318 1.5306 -0.0515 0.0372 0.0010
H 3.4426 -0.8482 1.3583 0.2161 0.3738 0.0000
H 1.4054 -2.0636 3.1182 0.0617 -0.6560 0.1182
C 1.0972 -0.8160 -5.4611 0.5655 0.0807 -0.2820
C 0.6812 -0.7888 -3.9932 -0.3023 -0.5979 -0.6205
C 1.0262 -2.0547 -3.2313 -0.4729 -0.3062 1.1811
O 1.2711 0.3396 -3.3793 0.2439 0.4652 -0.3305
H 1.2629 0.1908 -5.8450 -0.2525 0.0924 0.1402
H 0.3539 -1.2994 -6.0944 -0.0740 -0.0602 0.1374
H 2.0406 -1.3350 -5.6381 0.0007 -0.0946 0.2708
H -0.4202 -0.7109 -4.0422 -0.1356 0.3018 0.4319
H 0.3196 -2.8844 -3.3216 0.0875 0.0164 -0.8197
H 0.9119 -1.8577 -2.1545 0.3389 0.2627 0.0087
H 2.0403 -2.4148 -3.3890 0.0027 0.0994 -0.1421
H 0.8424 0.5963 -2.5613 -0.0506 -0.2464 0.0510
```
Forces are in eV/Å.

Values from the calculation:
ΔE to the lowest compared entry with this formula, charge and spin = 1.709 eV
Net charge = +3
Lowest unoccupied orbital energy (spin up / spin down) = -11.388 / -11.464 eV
Kohn-Sham gap (spin up / spin down) = 4.41 / 4.34 eV
Spin multiplicity = 7